A) Entry from the Open Molecules 2025 dataset: C2H2F2N2 in the gas phase (ωB97M-V/def2-TZVPD).

```
8
Properties=species:S:1:pos:R:3
F -1.977 -0.112 -0.812
F -1.665 0.528 1.259
N 0.159 0.746 -0.445
N 1.251 -1.318 0.494
C 0.411 -0.452 0.181
C -0.957 0.105 0.124
H 2.185 -0.981 0.219
H 0.594 1.483 -1.021
```

Results
- SMILES string: [H]/N=C1\NC1(F)F
- HOMO level: -0.3891 Eh
- Charge: 0

=====

B) Entry from the Open Molecules 2025 dataset: 2 unconnected molecules or ions with the total composition C2H2F2N2 (ωB97M-V/def2-TZVPD).

```
8
Properties=species:S:1:pos:R:3
F -1.695 -0.058 -1.027
F 0.828 1.855 -0.739
N -1.051 0.085 1.228
N 1.557 -0.907 -0.426
C -0.778 -0.054 0.018
C 0.583 -0.242 -0.232
H -1.997 0.233 1.485
H 2.553 -0.911 -0.308
```

Results
- HOMO level: -0.3817 Eh
- Charge: 0

=====

Which of them is the least stable? Correct choice: B).